Record 1
Below is a cluster of 6 separate species, C19H53O22P5 in total, with properties calculated with ωB97M-V with the def2-TZVPD basis set.

Structure (XYZ):
```
99
Properties=species:S:1:pos:R:3:forces:R:3:mulliken_charge:R:1
C 6.1293 6.9334 -21.6331 1.686 1.626 2.448 -0.7601
O 5.1620 6.2484 -22.3203 -0.627 -2.543 -3.168 -0.3200
P 5.6945 5.1914 -23.4431 -0.188 -1.998 -1.322 1.1396
O 6.7806 5.6130 -24.3578 -0.767 0.141 1.111 -0.6694
O 6.1090 3.8102 -22.6192 -0.252 1.833 -0.688 -0.3319
C 7.4703 3.3630 -22.4548 0.230 -0.239 -0.021 -0.6802
O 4.3256 4.7112 -24.2794 1.773 0.858 1.800 -0.3832
C 4.4116 3.5558 -25.1427 -0.626 0.126 -0.158 -0.6290
H 7.1932 6.9111 -21.8689 -0.092 -0.635 -1.324 0.3419
H 6.1734 6.5410 -20.6172 -0.488 0.302 0.328 0.3163
H 5.9021 7.9994 -21.6445 -0.297 -0.081 0.226 0.2888
H 8.2766 3.8707 -22.9841 -0.655 0.613 -0.536 0.3352
H 7.4941 2.3361 -22.8196 -0.016 -0.070 0.380 0.2724
H 7.7663 3.4493 -21.4093 -0.387 -0.327 0.129 0.2639
H 4.7015 2.6684 -24.5800 0.239 0.123 -0.122 0.2706
H 4.9833 3.7167 -26.0567 0.689 0.210 0.453 0.2862
H 3.4119 3.3966 -25.5467 -0.222 0.059 0.467 0.2591
C 4.8053 2.1197 -8.1540 1.336 0.175 -0.071 -0.7080
O 4.4044 1.8330 -6.7855 0.223 -0.122 0.721 -0.3294
P 5.4499 1.8492 -5.5098 0.421 0.308 -2.403 1.0673
O 6.7484 1.2274 -5.8809 -1.215 0.239 0.920 -0.6477
O 4.6850 1.3074 -4.2149 0.853 1.939 -0.913 -0.2744
C 4.6851 -0.0450 -3.8953 -0.235 -1.690 -0.426 -0.6815
O 5.4949 3.4084 -5.2195 0.507 0.303 1.327 -0.3432
C 6.3848 3.8806 -4.1480 0.813 0.602 -0.892 -0.6730
H 4.9469 3.1821 -8.3525 -0.245 0.200 0.568 0.2903
H 4.1597 1.7668 -8.9582 -0.821 -0.351 0.898 0.2828
H 5.7664 1.6713 -8.4053 0.150 -0.213 0.493 0.3138
H 3.6794 -0.3497 -4.1846 0.181 -0.823 0.338 0.2554
H 4.9211 -0.2765 -2.8566 -0.384 0.674 0.193 0.2533
H 5.4584 -0.5839 -4.4428 -0.163 -0.060 -0.371 0.3299
H 7.2038 4.4481 -4.5899 0.111 -0.325 -0.627 0.2836
H 6.8824 3.0870 -3.5905 -0.575 -0.136 0.107 0.3001
H 5.9650 4.6723 -3.5274 -0.952 -0.719 0.139 0.2809
C 10.7685 12.1908 -9.8903 -1.431 0.610 1.269 -0.7676
O 11.9081 12.4928 -10.6315 1.344 0.860 -1.808 -0.2466
P 12.0920 13.9588 -11.2896 0.037 -0.442 -3.056 0.9916
O 12.0983 15.0857 -10.3575 -0.220 -0.576 -0.336 -0.6525
O 10.9380 14.0218 -12.4826 1.254 1.225 1.413 -0.3371
C 10.9576 13.0989 -13.5504 0.479 -2.215 0.111 -0.5962
O 13.4172 13.8412 -12.2973 -1.602 -0.988 1.520 -0.2907
C 14.6551 13.3956 -11.7036 -0.064 1.671 0.738 -0.6867
H 10.1872 11.3379 -10.2404 0.812 -0.493 -0.116 0.2780
H 10.0084 12.9712 -9.9268 0.200 0.495 -0.006 0.3359
H 11.0938 12.1224 -8.8522 -0.342 -0.447 0.018 0.2948
H 11.9502 12.6974 -13.7540 0.217 0.195 0.289 0.2784
H 10.6108 13.3676 -14.5482 -0.468 1.150 0.537 0.2925
H 10.3720 12.2461 -13.2071 -0.211 -0.169 -0.314 0.2440
H 14.7027 13.9529 -10.7680 0.351 -0.417 0.448 0.3428
H 15.4629 13.8412 -12.2840 -0.085 -0.529 -0.342 0.2654
H 14.7558 12.3254 -11.5232 -0.271 0.067 -0.365 0.2540
C 22.9445 -2.8848 -15.8768 1.712 2.044 -0.826 -0.7015
O 21.9877 -3.8641 -15.9369 -2.388 -2.130 1.930 -0.3150
P 20.9961 -4.0203 -14.6368 1.040 -0.143 0.261 1.1503
O 21.5967 -3.6476 -13.3165 -0.714 -0.644 -1.864 -0.6847
O 20.4095 -5.5230 -14.7162 -0.803 4.019 -1.276 -0.2910
C 21.1143 -6.6493 -14.3804 0.574 -0.518 1.815 -0.7319
O 19.7601 -3.1240 -15.0843 1.679 -1.029 -1.266 -0.3062
C 18.7098 -2.9816 -14.1971 -1.244 1.018 0.979 -0.7000
H 23.1663 -2.5005 -14.8812 -0.277 -0.089 0.051 0.3378
H 22.6296 -2.0855 -16.5477 -0.090 0.428 0.271 0.2617
H 23.8896 -3.2032 -16.3168 -0.017 -0.567 0.133 0.2447
H 20.4370 -7.1038 -13.6574 -0.042 -1.386 -0.758 0.2802
H 21.9149 -6.4041 -13.6826 0.768 0.068 -0.536 0.3586
H 21.4254 -7.1305 -15.3077 -0.030 -0.627 0.563 0.2441
H 17.8527 -3.6075 -14.4454 0.276 -0.448 0.122 0.2446
H 18.3484 -1.9599 -14.3128 0.049 0.101 0.216 0.2375
H 19.0928 -3.1137 -13.1851 -0.494 -0.097 0.184 0.3705
C 11.1356 4.3038 -11.5814 -0.246 1.095 0.201 -0.6243
O 11.8723 3.7230 -12.6626 0.302 -0.274 -0.583 -0.3173
P 11.5033 4.2008 -14.1559 0.464 -0.007 -0.214 0.9645
O 10.9620 5.5598 -14.2511 -0.454 -0.743 0.025 -0.6740
O 12.9271 4.1095 -14.9208 -0.660 -0.618 1.289 -0.2652
C 13.1005 3.7051 -16.2612 -0.749 -0.329 -0.785 -0.5720
O 10.5282 3.0156 -14.7010 1.077 0.974 0.124 -0.3015
C 10.8570 1.6293 -14.4776 0.065 0.058 -0.091 -0.6555
H 10.1582 4.6102 -11.9541 -0.050 0.013 0.325 0.3164
H 11.6628 5.1815 -11.2076 0.018 0.224 -0.368 0.2520
H 11.0376 3.6951 -10.6825 0.104 -0.832 -0.626 0.2557
H 14.1467 3.4761 -16.4639 -0.072 0.203 0.284 0.2373
H 12.7256 4.4561 -16.9566 0.271 0.329 0.088 0.3023
H 12.5012 2.8240 -16.4907 0.093 -0.264 0.156 0.2168
H 11.6741 1.5189 -13.7647 -0.252 0.010 0.207 0.3413
H 11.1842 1.1574 -15.4041 -0.132 0.174 -0.162 0.2770
H 9.9398 1.1457 -14.1417 0.218 -0.016 0.136 0.2466
C 10.6078 -5.7195 -7.0210 -2.312 1.197 -0.013 -1.0099
C 10.0571 -4.2632 -7.1498 0.876 -0.878 -1.392 -0.3796
O 11.1692 -3.4202 -6.8454 0.215 1.656 -1.176 -0.3022
C 11.5500 -2.5084 -7.8446 0.507 0.295 2.468 0.7553
C 12.6105 -1.5504 -7.3260 -0.083 0.143 0.560 -1.0217
O 11.0784 -2.3741 -8.9251 -0.686 -0.736 -0.641 -0.5206
H 11.3710 -5.9838 -7.7529 0.363 0.403 0.549 0.2986
H 9.7602 -6.3610 -7.2622 -0.065 -0.315 0.202 0.3412
H 10.7937 -5.7909 -5.9493 0.772 -0.647 -0.283 0.2774
H 9.7228 -4.0000 -8.1534 0.128 -0.342 -0.210 0.3378
H 9.1831 -4.0412 -6.5374 0.406 -0.120 0.628 0.3437
H 12.4523 -1.2244 -6.2979 -0.501 -0.278 0.078 0.3073
H 12.5494 -0.6449 -7.9297 0.392 -0.284 -0.206 0.3000
H 13.6108 -1.9795 -7.2671 -0.014 -0.084 -0.573 0.2728
```
Forces are in eV/Å.

orbital gap: 11.0 eV
ΔE to the lowest compared entry with this formula, charge and spin: 321.1 kJ/mol
E_HOMO: -10.628 eV
SMILES: COP(=O)(OC)OC.COP(=O)(OC)OC.COP(=O)(OC)OC.COP(=O)(OC)OC.COP(=O)(OC)OC.CCOC(C)=O


Record 2
Below is a cluster of 9 separate species, C19H55O9 in total, with properties calculated with ωB97M-V with the def2-TZVPD basis set.

Structure (XYZ):
```
83
Properties=species:S:1:pos:R:3:forces:R:3:mulliken_charge:R:1
C 1.4112 1.2814 -0.8394 -1.770 0.061 0.196 -1.1993
C 0.7887 0.3359 0.2397 3.501 -0.896 1.167 0.5209
C -0.1357 -0.6715 -0.3870 -0.683 0.063 -0.208 -1.2317
O 1.8244 -0.2686 0.9619 -0.825 0.011 -0.669 -0.9643
H 2.0543 2.0271 -0.3721 0.172 -0.255 -0.123 0.2973
H 0.5485 1.7809 -1.2804 -0.257 0.760 -0.247 0.2762
H 1.8447 0.7864 -1.7084 0.559 -0.407 0.400 0.3180
H 0.2413 0.9203 0.9792 -0.799 0.834 -0.103 0.1033
H -0.9158 -0.1493 -0.9410 -0.208 0.034 -0.599 0.2951
H -0.6873 -1.2489 0.3550 0.333 -0.176 0.250 0.3044
H 0.4438 -1.3375 -1.0262 -0.070 -0.089 -0.106 0.2908
C 6.4774 6.3512 -1.7546 0.696 -0.659 -1.367 -1.1706
C 7.5600 5.6195 -2.6571 -0.714 0.445 -0.485 0.4247
C 8.9533 5.7413 -2.1320 1.192 -0.649 0.519 -1.2206
O 7.2314 4.2492 -2.9570 -0.128 0.159 0.703 -0.5388
H 6.4773 6.0858 -0.6974 0.357 -0.251 -0.115 0.3319
H 5.4816 6.1398 -2.1441 0.037 -0.021 -0.037 0.3035
H 6.6525 7.4232 -1.8458 0.025 0.052 0.094 0.3327
H 7.6340 6.0383 -3.6607 -0.635 0.975 0.069 0.2378
H 8.9963 5.3479 -1.1163 0.219 0.292 0.179 0.3123
H 9.4361 6.7131 -2.2351 -0.653 0.467 0.494 0.3529
H 9.6634 5.1505 -2.7107 -0.290 -0.529 -0.188 0.3096
H 7.3579 4.1648 -3.9049 -0.092 -0.277 0.127 0.3238
C 1.2179 -7.4695 -0.3084 -0.658 -0.952 0.581 -1.1411
C 2.6134 -7.1451 0.0919 1.839 0.336 0.512 0.4779
C 3.7173 -8.0677 -0.4894 -1.115 0.274 -0.621 -1.2630
O 3.0093 -5.8688 -0.3192 0.574 1.010 -0.916 -0.5680
H 1.0335 -7.3806 -1.3790 0.098 -0.016 0.060 0.2910
H 0.4670 -6.9208 0.2601 0.148 0.545 -0.189 0.3607
H 1.0409 -8.4853 0.0448 -0.138 -0.418 -0.433 0.3112
H 2.7469 -7.1735 1.1733 -0.418 -0.273 0.381 0.2114
H 3.6520 -9.0723 -0.0716 0.189 0.027 0.015 0.3504
H 4.7124 -7.6276 -0.4235 -0.148 -0.040 0.579 0.3296
H 3.5321 -8.1160 -1.5625 -0.049 -0.284 -0.190 0.3132
H 2.5668 -5.1319 0.1084 -0.316 -0.155 0.214 0.3224
C -5.0733 2.8987 6.8208 -0.938 -0.416 0.992 -1.1631
C -4.0907 1.7958 6.5202 -0.121 -0.530 -1.563 0.2786
C -4.5306 0.6474 5.6379 -2.323 -0.695 1.438 -1.2757
O -3.1736 2.3472 5.6501 2.660 1.882 -0.551 -0.5364
H -5.7439 3.1436 5.9971 0.222 -0.170 -0.379 0.2519
H -4.5293 3.8074 7.0789 0.006 -0.131 0.154 0.3325
H -5.7358 2.6057 7.6353 -0.075 0.192 0.288 0.3532
H -3.5747 1.3935 7.3920 0.054 0.347 0.162 0.3441
H -3.6852 0.0615 5.2771 -0.223 0.045 0.204 0.3327
H -5.1457 1.0333 4.8250 0.307 0.161 -0.400 0.3606
H -5.2670 0.0803 6.2072 0.082 -0.882 -0.074 0.3580
H -3.6528 2.4478 4.8244 0.354 0.216 -0.276 0.3635
C -5.3643 -4.7371 -4.0771 0.055 0.307 -1.064 -1.1113
C -4.9268 -4.2224 -5.4754 0.439 -1.169 -0.080 0.4349
C -3.4312 -4.4711 -5.6912 -0.365 0.348 0.342 -1.3034
O -5.5727 -4.9198 -6.5618 0.019 0.066 0.319 -0.5518
H -6.4449 -4.8032 -3.9508 -0.088 0.385 -0.067 0.3276
H -4.9290 -4.0629 -3.3394 -0.080 -0.254 0.235 0.3374
H -5.0108 -5.7615 -3.9607 0.278 0.087 0.133 0.2902
H -5.0645 -3.1513 -5.6226 -0.353 0.139 0.342 0.2452
H -3.1835 -4.0484 -6.6649 0.358 -0.096 0.122 0.3109
H -3.1384 -5.5196 -5.6368 -0.344 -0.112 -0.206 0.3396
H -2.8847 -3.9826 -4.8844 0.169 0.264 -0.186 0.3825
H -6.4797 -4.6165 -6.6449 -0.078 0.038 0.114 0.2978
C -0.0495 -4.9700 6.5653 -0.141 -0.390 0.755 -0.4700
O -0.1188 -3.8648 7.4629 0.021 0.254 -0.231 -0.4891
H -0.8554 -5.6469 6.8488 0.039 -0.362 -0.405 0.2321
H -0.1329 -4.7185 5.5080 -0.061 0.376 0.113 0.2207
H 0.8980 -5.4810 6.7361 0.047 -0.043 -0.141 0.1996
H -0.9286 -3.9583 7.9699 0.096 0.168 -0.081 0.3061
C 1.3041 6.6323 3.9758 0.515 0.306 -1.023 -0.5121
O 1.2489 6.1502 5.2878 0.047 -0.011 0.419 -0.4841
H 1.5417 7.6940 3.9088 -0.245 0.316 0.250 0.2379
H 2.1380 6.1810 3.4382 -0.056 -0.454 0.217 0.2292
H 0.4038 6.4348 3.3940 -0.194 -0.047 0.101 0.2343
H 0.7915 6.8029 5.8230 -0.062 -0.111 0.045 0.2946
C 0.4748 1.4431 -7.1695 0.274 1.095 -0.457 -0.4955
O -0.4429 1.3441 -8.2782 0.143 -0.623 0.644 -0.5069
H 0.0695 1.7831 -6.2165 -0.609 -0.282 -0.076 0.2503
H 1.0318 0.5246 -6.9849 -0.364 -0.119 -0.387 0.2220
H 1.1769 2.2306 -7.4434 0.444 -0.099 0.088 0.2347
H -1.1711 1.9591 -8.1637 0.114 0.022 0.205 0.2943
C -4.1289 4.5829 -0.1176 0.232 -0.558 -1.337 -0.4862
O -4.6957 4.7123 1.1282 -0.470 0.233 1.826 -0.4867
H -3.0470 4.7030 -0.0621 -0.139 0.357 0.118 0.2131
H -4.2795 3.5776 -0.5109 -0.048 -0.190 -0.225 0.2424
H -4.5975 5.2907 -0.8015 0.380 0.170 -0.373 0.2256
H -5.6470 4.6057 1.0552 0.048 -0.028 0.011 0.2884
```
Forces are in eV/Å.

orbital gap: 4.2 eV
net charge: -1
E_HOMO: -1.978 eV